Entry 1:
C27H78N12O9 | ωB97M-V/def2-TZVPD

Last column: Mulliken spin population.
Element x y z (Å)
C -0.241 1.239 -1.862  -0.007
C -0.657 0.603 -0.543  -0.001
C 0.499 -0.081 0.111  -0.003
O 1.617 0.742 0.473  0.001
C 2.003 0.501 1.815  0.000
N -1.111 1.703 0.244  -0.001
H 0.793 1.551 -1.715  0.002
H -0.764 2.157 -2.128  0.004
H -0.158 0.543 -2.697  0.000
H -1.491 0.019 -0.931  -0.003
H 0.902 -0.884 -0.506  -0.001
H 0.157 -0.703 0.937  0.001
H 1.229 0.959 2.431  0.000
H 2.973 0.989 1.907  0.000
H 2.016 -0.526 2.179  0.000
H -0.231 2.176 0.391  0.001
H -1.569 1.439 1.105  0.000
C 3.548 -6.806 0.381  0.000
C 2.391 -6.150 -0.300  0.000
C 2.127 -4.687 0.156  0.000
O 1.975 -4.668 1.534  0.000
C 1.980 -3.407 2.155  0.000
N 2.617 -6.095 -1.751  0.000
H 3.436 -6.916 1.460  0.000
H 4.470 -6.229 0.309  0.000
H 3.885 -7.717 -0.113  0.000
H 1.546 -6.777 -0.017  0.000
H 1.112 -4.544 -0.213  0.000
H 2.696 -3.780 -0.043  0.000
H 1.128 -2.933 1.669  0.000
H 2.857 -2.807 1.911  0.000
H 1.765 -3.576 3.210  0.000
H 2.192 -5.333 -2.260  0.000
H 3.540 -5.688 -1.803  0.000
C 5.260 -0.079 4.086  0.000
C 4.862 1.092 4.967  0.000
C 5.638 2.472 4.732  0.000
O 5.028 3.690 5.236  0.000
C 5.169 3.966 6.633  0.000
N 3.454 1.268 4.570  0.000
H 5.093 0.157 3.035  0.000
H 4.591 -0.898 4.350  0.000
H 6.318 -0.294 4.230  0.000
H 4.834 0.936 6.045  0.000
H 5.711 2.558 3.647  0.000
H 6.703 2.295 4.885  0.000
H 6.200 4.253 6.838  0.000
H 5.112 3.019 7.171  0.000
H 4.332 4.590 6.946  0.000
H 2.927 2.093 4.822  0.000
H 2.925 0.480 4.915  0.000
C -1.467 -1.802 -5.109  0.000
C -2.388 -0.766 -5.703  0.000
C -3.881 -1.083 -5.610  0.000
O -4.120 -2.332 -6.380  0.000
C -5.439 -2.704 -6.125  0.000
N -2.215 0.573 -5.078  0.003
H -1.555 -2.778 -5.587  0.000
H -1.795 -1.892 -4.074  0.000
H -0.439 -1.446 -5.044  0.000
H -2.190 -0.835 -6.773  0.000
H -4.495 -0.235 -5.913  0.000
H -4.112 -1.276 -4.562  -0.001
H -6.218 -1.958 -6.283  0.000
H -5.641 -3.062 -5.115  0.000
H -5.561 -3.595 -6.740  0.000
H -1.263 0.862 -4.902  0.000
H -2.527 1.313 -5.690  0.000
C -4.089 1.066 -1.968  0.160
C -4.188 2.557 -1.655  0.025
C -4.545 3.110 -0.226  0.005
O -5.885 3.001 0.021  0.029
C -6.404 3.739 1.137  0.000
N -2.909 3.143 -1.922  0.761
H -3.725 0.920 -2.985  0.010
H -5.091 0.723 -1.710  0.003
H -3.319 0.683 -1.298  -0.002
H -5.025 2.836 -2.295  0.030
H -4.216 4.144 -0.128  0.000
H -4.039 2.478 0.504  -0.002
H -7.486 3.762 1.007  0.000
H -6.007 4.755 1.133  0.000
H -6.311 3.162 2.057  0.003
H -2.191 2.594 -1.470  -0.003
H -2.736 2.879 -2.881  -0.016
C -1.969 0.246 4.748  0.000
C -1.798 -0.231 3.386  0.000
C -1.802 -1.728 3.141  0.000
O -1.685 -2.134 1.795  0.000
C -2.176 -3.422 1.465  0.000
N -2.839 0.426 2.629  0.000
H -1.184 -0.226 5.339  0.000
H -2.888 -0.111 5.212  0.000
H -1.815 1.319 4.865  0.000
H -0.892 0.288 3.074  0.000
H -2.794 -2.030 3.479  0.000
H -1.197 -2.317 3.831  0.000
H -3.255 -3.450 1.615  0.000
H -1.754 -4.173 2.133  0.000
H -1.741 -3.661 0.494  0.000
H -3.682 -0.111 2.777  0.000
H -2.508 0.030 1.762  0.000
C 4.363 1.359 -2.215  0.000
O 3.383 1.301 -2.889  0.000
N 4.234 1.419 -0.948  0.000
N 5.568 1.374 -2.667  0.000
H 5.078 1.366 -0.396  0.000
H 3.338 1.416 -0.482  0.000
H 5.779 1.227 -3.644  0.000
H 6.321 1.539 -2.014  0.000
C -2.355 4.126 2.837  0.001
O -3.561 4.271 2.956  0.000
N -1.603 3.090 3.116  0.000
N -1.542 5.165 2.538  0.000
H -2.021 2.174 3.201  0.000
H -0.611 3.275 3.077  0.000
H -0.557 4.945 2.580  0.000
H -2.030 5.989 2.218  0.000
C 1.465 0.351 -5.958  0.000
O 0.936 1.428 -6.173  0.000
N 2.032 0.023 -4.880  0.000
N 1.236 -0.715 -6.686  0.000
H 2.168 0.807 -4.259  0.000
H 2.348 -0.869 -4.527  0.000
H 0.601 -0.606 -7.463  0.000
H 1.488 -1.617 -6.305  0.000

As for the total charge: +1. The frontier orbital gap (spin up / spin down) comes out at 9.31 / 3.68 eV. The max |F| is 7.1 eV/A. The energy above the lowest of the compared OMol25 structures with the same formula, charge and spin comes out at 29.14 kcal per mole. As for the expectation value of S²: 0.75. As for the spin multiplicity: 2.

=====

Entry 2:
C27H78N6O8Si2 | ωB97M-V/def2-TZVPD

Last column: Löwdin charge in e.
Element x y z (Å)
C -1.212 0.704 -3.949  -0.164
Si -1.323 -0.613 -2.639  0.458
C -0.417 -2.198 -3.048  -0.233
C 0.860 -1.982 -3.841  -0.301
O 1.643 -0.954 -3.211  -0.116
O -2.921 -0.940 -2.365  -0.450
Si -4.052 -1.574 -3.362  0.523
H -1.893 0.527 -4.784  0.030
H -1.472 1.662 -3.490  0.022
H -0.202 0.801 -4.353  0.021
H -0.803 -0.078 -1.365  0.015
H -1.061 -2.913 -3.571  0.081
H -0.155 -2.663 -2.090  0.070
H 1.460 -2.895 -3.850  0.094
H 0.648 -1.722 -4.882  0.117
H 1.917 -0.298 -3.860  0.084
H -4.526 -2.876 -2.846  -0.067
H -3.454 -1.794 -4.703  -0.054
H -5.188 -0.644 -3.488  -0.063
C 4.694 -4.405 -0.406  -0.064
C 3.937 -3.231 -1.014  -0.427
C 2.660 -2.835 -0.261  -0.197
O 1.561 -3.707 -0.462  -0.203
C 1.549 -4.861 0.359  -0.101
N 3.675 -3.491 -2.432  0.049
H 4.195 -5.349 -0.633  0.067
H 5.699 -4.457 -0.823  0.076
H 4.767 -4.310 0.679  0.064
H 4.586 -2.349 -0.964  0.137
H 2.330 -1.867 -0.645  0.113
H 2.864 -2.735 0.814  0.117
H 1.988 -4.658 1.340  0.061
H 2.086 -5.698 -0.098  0.076
H 0.507 -5.153 0.493  0.087
H 3.262 -2.647 -2.818  0.038
H 2.944 -4.196 -2.477  0.067
C -6.366 4.715 -2.310  -0.062
C -5.231 3.948 -2.979  -0.430
C -5.703 2.889 -3.979  -0.199
O -6.260 1.730 -3.392  -0.217
C -7.634 1.803 -3.072  -0.101
N -4.339 3.414 -1.951  0.047
H -6.835 4.120 -1.525  0.070
H -5.986 5.624 -1.846  0.078
H -7.134 4.989 -3.036  0.053
H -4.645 4.663 -3.569  0.137
H -4.829 2.542 -4.536  0.121
H -6.415 3.323 -4.696  0.114
H -8.176 2.402 -3.813  0.082
H -7.813 2.229 -2.081  0.076
H -8.022 0.785 -3.088  0.087
H -3.502 3.032 -2.377  0.059
H -4.797 2.630 -1.497  0.073
C 2.035 -4.354 5.457  -0.065
C 3.166 -5.170 4.843  -0.432
C 4.418 -5.263 5.718  -0.205
O 5.179 -4.072 5.777  -0.193
C 4.787 -3.131 6.754  -0.103
N 3.447 -4.659 3.500  0.042
H 2.241 -3.285 5.382  0.067
H 1.106 -4.545 4.922  0.076
H 1.889 -4.602 6.510  0.079
H 2.813 -6.200 4.723  0.137
H 5.087 -6.012 5.288  0.124
H 4.151 -5.586 6.733  0.121
H 4.439 -3.626 7.666  0.093
H 4.004 -2.454 6.404  0.077
H 5.671 -2.541 6.997  0.073
H 4.099 -5.276 3.025  0.074
H 3.935 -3.771 3.592  0.075
C -11.404 6.241 -5.883  -0.068
C -10.227 6.111 -4.924  -0.436
C -8.882 5.850 -5.608  -0.208
O -8.710 4.535 -6.099  -0.203
C -9.272 4.269 -7.368  -0.104
N -10.550 5.119 -3.900  0.045
H -11.720 5.262 -6.247  0.065
H -12.254 6.685 -5.368  0.076
H -11.153 6.862 -6.745  0.078
H -10.107 7.071 -4.408  0.137
H -8.096 5.983 -4.861  0.106
H -8.709 6.576 -6.414  0.122
H -9.198 5.146 -8.020  0.091
H -10.322 3.972 -7.308  0.076
H -8.701 3.452 -7.808  0.088
H -9.852 5.128 -3.164  0.063
H -10.508 4.193 -4.315  0.068
C 11.119 -2.760 6.651  -0.069
C 9.684 -2.261 6.527  -0.439
C 9.226 -1.376 7.690  -0.212
O 8.962 -2.069 8.895  -0.189
C 10.078 -2.301 9.728  -0.110
N 8.800 -3.402 6.291  0.050
H 11.186 -3.577 7.371  0.065
H 11.461 -3.144 5.691  0.075
H 11.795 -1.965 6.971  0.078
H 9.625 -1.624 5.638  0.136
H 8.278 -0.909 7.412  0.119
H 9.958 -0.576 7.872  0.119
H 10.771 -1.453 9.698  0.089
H 10.629 -3.204 9.453  0.074
H 9.703 -2.414 10.744  0.087
H 7.863 -3.074 6.077  0.053
H 8.711 -3.925 7.158  0.074
C 1.582 3.274 1.386  -0.068
C 0.145 3.511 0.935  -0.437
C -0.295 2.613 -0.221  -0.221
O 0.254 2.947 -1.484  -0.197
C 1.497 2.347 -1.783  -0.109
N -0.040 4.936 0.663  0.038
H 2.287 3.725 0.686  0.066
H 1.748 3.735 2.358  0.074
H 1.807 2.208 1.459  0.078
H -0.518 3.257 1.769  0.136
H -1.377 2.721 -0.339  0.119
H -0.088 1.560 0.003  0.096
H 1.532 1.313 -1.421  0.080
H 2.343 2.896 -1.361  0.076
H 1.594 2.339 -2.869  0.083
H -1.022 5.137 0.506  0.071
H 0.431 5.164 -0.207  0.069

The frontier orbital gap comes out at 9.57 eV. The max |F| is 0.3 eV/A. The energy above the lowest of the compared OMol25 structures with the same formula, charge and spin comes out at 1.99 kcal per mole.

=====

no.,DFT total energy (eV)
1,-65558.864
2,-70338.882